# 1
{"formula": "C12H26B2F8NO12S2Zr2", "method": "ωB97M-V/def2-TZVPD", "elements": ["Zr", "Zr", "N", "S", "O", "O", "F", "S", "O", "O", "F", "B", "H", "H", "H", "H", "B", "H", "H", "H", "H", "O", "C", "C", "O", "H", "H", "H", "H", "O", "C", "C", "O", "H", "H", "H", "H", "C", "C", "O", "C", "O", "C", "F", "F", "F", "H", "H", "H", "H", "H", "C", "C", "O", "C", "O", "C", "F", "F", "F", "H", "H", "H", "H", "H"], "positions_angstrom": [[0.31974, 1.31080, -2.00406], [1.02467, -2.94690, 0.31737], [-0.71288, 0.16300, -3.37498], [-0.32226, -1.42020, -4.15630], [-0.16260, -1.57099, -5.62045], [-0.80607, -2.53711, -3.36484], [1.23560, -1.36912, -3.75608], [-2.15040, 0.15573, -4.13967], [-3.14498, -0.84474, -3.77112], [-2.17082, 0.70277, -5.50094], [-2.69597, 1.40924, -3.30933], [-1.01434, -3.06459, 1.09031], [-1.92487, -3.08947, 1.66872], [-1.15578, -2.65151, 0.10361], [-0.32148, -2.42463, 1.61438], [-0.59994, -4.03781, 0.87731], [0.56548, -0.85716, -0.77997], [1.00432, -0.94091, 0.20219], [1.26956, -0.39968, -1.45762], [0.30748, -1.84516, -1.12858], [-0.32731, -0.25135, -0.76663], [3.01196, -2.45521, 1.00172], [4.00756, -2.30418, -0.02993], [3.57788, -3.01802, -1.42127], [2.21873, -3.44383, -1.45450], [4.95419, -2.55021, 0.45118], [4.04761, -1.21920, -0.12641], [4.36563, -3.72576, -1.67944], [3.75600, -2.26781, -2.19170], [1.16561, 2.04228, -0.10239], [2.44440, 2.60250, -0.40454], [3.15503, 1.92260, -1.75466], [2.31426, 1.49971, -2.80280], [2.24441, 3.64033, -0.67100], [3.09193, 2.51905, 0.46830], [3.58914, 0.99536, -1.38066], [3.96629, 2.60326, -2.01284], [-4.63215, -1.39258, 0.25365], [-3.57099, -0.42104, -0.28592], [-3.58709, 0.88711, 0.22438], [-2.71291, 1.86713, -0.04024], [-1.69931, 1.70238, -0.84552], [-3.08866, 3.24846, 0.62294], [-3.52144, 4.11035, -0.29712], [-4.00532, 3.02738, 1.57470], [-1.92717, 3.74389, 1.11815], [-4.71894, -2.28732, -0.36280], [-5.61106, -0.92059, 0.16958], [-4.44021, -1.68741, 1.28532], [-3.62574, -0.36659, -1.37318], [-2.63929, -0.92318, -0.02537], [2.11435, 3.14579, 3.89410], [1.96679, 1.74152, 3.32545], [0.57919, 1.49349, 3.49774], [0.12428, 0.28164, 3.29608], [0.81397, -0.70843, 2.90701], [-1.43757, 0.09983, 3.52397], [-2.16083, 1.19808, 3.61862], [-2.03415, -0.69914, 2.60152], [-1.61123, -0.52816, 4.72540], [1.81577, 3.39393, 4.91261], [1.47257, 3.67506, 3.18975], [3.17350, 3.36402, 3.75744], [2.56834, 0.97687, 3.81693], [2.26784, 1.64655, 2.28216]], "gap_ev": 7.289, "homo_ev": -12.51, "charge": 1, "multiplicity": 1}

# 2
{"formula": "C12H26BF9NO3P2S2", "method": "ωB97M-V/def2-TZVPD", "elements": ["C", "C", "O", "C", "C", "P", "S", "C", "C", "C", "F", "F", "C", "F", "F", "C", "F", "F", "C", "F", "F", "F", "P", "S", "B", "O", "O", "C", "C", "H", "H", "H", "H", "H", "H", "H", "H", "H", "H", "H", "H", "H", "H", "H", "H", "H", "H", "H", "H", "H", "H", "N", "H", "H", "H", "H"], "positions_angstrom": [[4.15035, -0.91699, 2.47314], [4.43522, 0.31853, 1.62199], [3.39942, 1.26939, 1.79907], [3.20906, 2.18262, 0.73689], [1.71584, 2.29827, 0.37894], [1.10496, 1.21251, -0.97119], [1.16713, -0.68557, 0.29751], [-0.71938, 1.09242, -1.29017], [-1.61707, 1.65953, -0.17103], [-2.40465, 0.69234, 0.68291], [-1.64789, 0.06647, 1.62977], [-3.34816, 1.40935, 1.38496], [-3.16672, -0.42350, -0.10082], [-2.33265, -1.47480, -0.25176], [-3.54507, 0.00617, -1.32555], [-4.44038, -0.97827, 0.61895], [-4.62549, -2.25228, 0.21060], [-4.21064, -1.04259, 1.97366], [-5.78821, -0.22648, 0.34547], [-5.61964, 1.07555, 0.18955], [-6.35051, -0.71893, -0.73995], [-6.59673, -0.43672, 1.38956], [1.25763, 3.01509, -2.44834], [3.11632, 3.59859, -2.67511], [2.25539, 0.19274, -2.18100], [3.61602, 0.12653, -2.01519], [1.56329, -0.40511, -3.17381], [2.06193, -1.61172, -3.77924], [2.08666, -2.78698, -2.81287], [3.43829, -0.65788, 3.25970], [5.05689, -1.31179, 2.92880], [3.67884, -1.69696, 1.87263], [4.51504, 0.04087, 0.56718], [5.39664, 0.75215, 1.92258], [3.50153, 3.17637, 1.09423], [3.82802, 1.96448, -0.13375], [1.15680, 2.10592, 1.29919], [1.53876, 3.33746, 0.09089], [0.94665, -0.20923, 1.52427], [-0.93213, 0.05963, -1.55830], [-0.91953, 1.68747, -2.18353], [-1.05316, 2.28333, 0.52848], [-2.36745, 2.31156, -0.62322], [0.37259, 4.05679, -2.07114], [0.69187, 2.59558, -3.67276], [3.90030, -0.69531, -1.59597], [1.38158, -1.83513, -4.60109], [3.04343, -1.42888, -4.22159], [3.02708, -2.86201, -2.26089], [1.97879, -3.70864, -3.38798], [1.25382, -2.72303, -2.10846], [-4.43233, -2.70011, 4.30836], [-5.42178, -2.91406, 4.44854], [-4.33301, -2.03690, 3.52863], [-4.04840, -2.28832, 5.16125], [-3.92519, -3.55951, 4.08698]], "gap_ev": 5.142, "homo_ev": -9.30, "charge": 1, "multiplicity": 1}

# 3
{"formula": "C12H26BrF4N2O2", "method": "ωB97M-V/def2-TZVPD", "elements": ["F", "C", "F", "C", "F", "F", "C", "C", "N", "C", "C", "Br", "N", "H", "H", "H", "H", "H", "H", "H", "H", "H", "H", "C", "C", "C", "O", "H", "H", "H", "H", "H", "H", "H", "H", "C", "C", "C", "O", "H", "H", "H", "H", "H", "H", "H", "H"], "positions_angstrom": [[-0.88612, -1.84321, 1.02982], [-0.89598, -0.92347, 0.10687], [-0.66864, -1.48634, -1.06415], [0.24521, 0.11443, 0.40317], [0.56514, 0.02742, 1.66411], [1.32101, -0.23413, -0.31705], [-0.16721, 1.54688, 0.05298], [0.10168, 2.50880, 1.19309], [-0.17043, 3.91237, 0.84520], [-0.72118, 4.10476, -0.49781], [0.02198, 3.34575, -1.58597], [-1.25075, 2.78694, -2.94427], [0.65862, 2.08216, -1.06905], [-1.88222, -0.46468, 0.08824], [-1.20117, 1.51188, -0.24837], [-0.37206, 2.19153, 2.10087], [1.17085, 2.42328, 1.38705], [-0.86891, 4.24121, 1.49667], [-1.75321, 3.77278, -0.52434], [-0.75425, 5.14646, -0.75389], [0.78599, 3.93903, -2.05118], [0.78939, 1.40629, -1.82554], [1.55761, 2.32191, -0.63847], [-4.16801, -4.09226, -1.12098], [-4.77810, -3.41812, -2.33946], [-3.96892, -3.69641, -3.59635], [-4.86610, -2.00627, -2.12255], [-3.15735, -3.71201, -0.93885], [-4.75857, -3.88159, -0.22883], [-4.10982, -5.17297, -1.25220], [-5.79959, -3.77099, -2.47854], [-2.95133, -3.30745, -3.49067], [-4.41833, -3.20221, -4.45788], [-3.90907, -4.76571, -3.80069], [-3.96625, -1.68189, -2.00459], [5.21016, -0.29326, 1.46220], [4.92926, 0.44120, 2.76371], [4.10202, -0.40675, 3.71419], [4.24115, 1.66735, 2.49148], [4.27280, -0.53675, 0.95031], [5.79732, 0.33179, 0.78853], [5.75522, -1.22039, 1.63941], [5.87147, 0.71545, 3.23692], [3.13412, -0.64379, 3.26041], [3.90278, 0.13353, 4.63979], [4.60592, -1.34199, 3.95858], [3.40389, 1.42941, 2.07809]], "gap_ev": 8.894, "homo_ev": -12.31, "charge": 1, "multiplicity": 1}

# 4
{"formula": "C12H26CdN4O7", "method": "ωB97M-V/def2-TZVPD", "elements": ["O", "H", "Cd", "N", "N", "N", "N", "O", "O", "O", "O", "C", "C", "C", "C", "C", "H", "H", "H", "C", "H", "H", "H", "C", "C", "H", "H", "H", "H", "H", "H", "H", "H", "C", "H", "H", "H", "O", "H", "H", "C", "C", "C", "O", "H", "H", "H", "H", "H", "H"], "positions_angstrom": [[1.89986, 0.60337, -2.38652], [1.89143, 1.39635, -3.10590], [0.91135, 0.72950, -0.48964], [1.64145, -1.44293, 0.06583], [-0.02949, -1.22248, -1.97147], [-0.42323, 2.01413, 0.89566], [-1.12557, 1.57424, -1.51789], [2.21135, -1.51846, 1.19755], [-0.49791, 2.06209, 2.30050], [-1.61185, 1.28194, -2.74569], [-0.72389, -1.06287, -3.02621], [0.65314, -2.39933, -1.86620], [1.50838, -2.53612, -0.73773], [-1.32168, 2.85389, 0.39821], [-1.67892, 2.66501, -0.97799], [2.18113, -3.82644, -0.42768], [1.43238, -4.60278, -0.20301], [2.84502, -3.70523, 0.43541], [2.76420, -4.18011, -1.29096], [0.48010, -3.42052, -2.92915], [0.81486, -3.02897, -3.90122], [-0.58191, -3.68448, -3.02238], [1.04872, -4.32646, -2.70634], [-2.00353, 3.71198, 1.39346], [-2.64558, 3.57297, -1.66994], [-1.26301, 4.25304, 1.99948], [-2.62900, 3.11068, 2.07357], [-2.65075, 4.44560, 0.89947], [-2.61112, 3.43722, -2.75476], [-2.40765, 4.62294, -1.44578], [-3.67912, 3.40461, -1.33373], [0.16380, 1.40808, 2.60798], [-1.16381, 0.33074, -2.92213], [2.64283, 1.78536, -0.57086], [3.42837, 1.24528, 0.04368], [2.29486, 2.59366, 0.14439], [3.07317, 2.27676, -1.47279], [4.80113, -0.56297, 2.44945], [4.51013, 0.15319, 3.05809], [3.96774, -0.91895, 2.08993], [-0.69884, -1.82144, 2.73296], [-1.57054, -1.05609, 1.77574], [-3.00485, -0.94847, 2.22690], [-1.20590, -0.56581, 0.70639], [-0.67730, -1.23960, 3.68025], [0.30654, -1.92441, 2.29873], [-1.17221, -2.81164, 2.92358], [-3.09672, -0.09227, 2.91022], [-3.68666, -0.79431, 1.38283], [-3.31090, -1.83950, 2.78571]], "gap_ev": [6.956, 7.284], "homo_ev": [-7.93, -7.73], "multiplicity": 1}

Which molecular weight belongs to each record? In order, 796.5 540.2 386.2 450.8 Da.